36
Properties=species:S:1:pos:R:3:forces:R:3:mulliken_charge:R:1 method="wB97M-V/def2-TZVPD" energy_ha=-2067.9050 e_above_lowest_kcal_mol=0.0 orbital_gap_ev=8.300 mol_weight_g_mol=354.482
C -0.17208 -3.93066 0.50136 -0.189 0.427 0.121 -0.88
H 0.54940 -4.45877 1.11526 0.057 -0.028 0.059 0.35
H 0.24338 -3.70737 -0.47566 0.040 -0.079 -0.056 0.26
H -1.08634 -4.50572 0.39837 0.016 -0.098 -0.039 0.30
S -0.53884 -2.37295 1.35951 0.377 -0.356 0.318 0.00
C -1.65529 -1.69718 0.23354 -0.204 -0.661 -0.928 0.30
N -2.01578 -2.30714 -0.86718 0.304 -0.555 0.053 -0.45
S -3.06048 -1.36512 -1.71147 0.066 0.722 0.708 -0.02
C -2.95339 -0.12361 -0.47680 -0.102 -0.525 -0.546 0.48
N -2.16559 -0.47145 0.48724 -0.330 0.438 0.292 -0.25
S -3.73002 1.41326 -0.57778 -0.264 0.516 -0.019 -0.19
C -3.11212 2.16319 0.96348 -0.150 -0.364 -0.056 -0.81
H -3.66533 1.74453 1.80356 0.175 0.082 -0.009 0.40
H -3.33507 3.22786 0.87708 -0.008 -0.019 0.006 0.39
C -1.61608 1.94735 1.21900 -0.362 0.414 -0.113 0.55
O -1.21449 1.77286 2.34151 0.153 -0.017 0.265 -0.63
N -0.85520 2.05695 0.10098 0.064 0.351 -0.383 -0.07
C 0.47419 1.65168 -0.07610 0.235 -0.075 0.102 0.34
C 1.21487 1.03443 0.92608 -0.201 0.072 -0.063 -0.45
C 2.50778 0.61603 0.68070 0.207 -0.048 -0.078 -0.57
C 3.08891 0.81454 -0.56878 -0.377 0.069 0.197 0.74
C 2.34360 1.43292 -1.57139 0.041 -0.084 0.123 -0.79
C 1.04911 1.84229 -1.32981 0.009 -0.018 0.137 -0.79
H 0.47861 2.31108 -2.11986 -0.048 0.057 -0.074 0.35
H 2.77953 1.58988 -2.54855 0.039 0.013 -0.099 0.30
N 4.39656 0.42441 -0.87596 0.103 0.119 -0.399 -0.16
C 5.31040 -0.22447 -0.09434 0.324 0.033 -0.457 0.80
O 5.11008 -0.59142 1.03896 -0.068 -0.094 0.325 -0.61
C 6.62597 -0.43943 -0.81804 0.023 -0.096 0.237 -1.32
H 6.47128 -1.03762 -1.71376 0.013 -0.023 -0.096 0.33
H 7.31361 -0.95841 -0.15710 -0.021 0.002 0.010 0.35
H 7.05884 0.51724 -1.10348 0.048 0.060 -0.064 0.33
H 4.69235 0.66465 -1.81233 0.045 -0.095 0.221 0.18
H 3.07238 0.13086 1.45847 0.010 -0.007 0.017 0.50
H 0.77160 0.87438 1.89416 0.001 0.015 0.048 0.56
H -1.33272 2.31066 -0.75526 -0.024 -0.148 0.241 0.20

39
Properties=species:S:1:pos:R:3:forces:R:3:mulliken_charge:R:1 method="wB97M-V/def2-TZVPD" energy_ha=-10028.4184 total_charge=-1 orbital_gap_ev=5.133 mol_weight_g_mol=698.773
Pd 0.98144 0.74540 -0.67174 0.729 0.326 1.717 0.29
Br 0.13122 4.38671 2.93897 -0.014 -0.016 0.016 -0.18
C -0.01123 2.51564 3.16672 -0.101 0.105 0.019 -0.24
C -0.23730 2.00601 4.44840 0.029 -0.014 -0.058 -0.30
C -0.36073 0.66080 4.65361 -0.010 -0.038 0.093 -0.06
Br -0.69990 0.02644 6.41609 0.023 0.000 -0.034 -0.27
C -0.23846 -0.24542 3.57745 0.032 0.003 -0.052 0.66
C -0.31104 -1.64988 3.68774 -0.019 -0.022 0.010 -0.70
C -0.17499 -2.42937 2.57486 0.008 -0.018 -0.045 -1.12
C 0.05720 -1.81396 1.33599 0.042 0.010 0.030 -0.07
N 0.14232 -0.51304 1.20102 -0.028 -0.025 -0.276 0.31
C -0.01188 0.28810 2.28454 -0.037 -0.050 0.060 -0.10
C 0.06430 1.70882 2.02925 -0.064 -0.016 -0.027 1.05
O 0.18263 2.15708 0.84220 -0.211 0.356 -0.538 -0.93
H -0.32066 2.68997 5.28152 0.010 0.016 -0.012 0.40
H -0.47009 -2.09794 4.65922 -0.014 0.018 0.005 0.32
H -0.22458 -3.50787 2.63192 -0.011 0.002 0.012 0.42
H 0.19314 -2.40867 0.44116 0.038 -0.019 0.019 0.18
S 5.82970 0.60853 -0.77895 -0.440 0.073 0.272 -0.50
As 3.88592 0.57095 -1.56489 2.073 -0.203 -1.458 0.51
S 2.69354 2.34496 -0.99008 -1.177 -1.127 0.111 -0.22
S 2.60401 -0.92720 -0.57856 -0.852 0.823 -0.516 -0.23
S 3.81092 0.28196 -3.65750 -0.267 0.019 0.178 -0.57
C -2.12723 0.03797 -1.26013 0.095 0.040 0.069 -0.94
Si -0.94536 -0.25234 -2.69253 -0.463 -0.202 -0.079 0.50
C -2.03060 -0.15095 -4.22533 0.230 0.239 -0.190 -1.09
C -0.20008 -1.96412 -2.64930 0.046 -0.014 -0.016 -0.66
C 0.40768 1.04409 -2.67955 0.477 -0.303 0.737 -0.60
H -3.05358 -0.52157 -1.41267 0.015 -0.012 -0.034 0.36
H -2.37705 1.09932 -1.18195 -0.031 -0.013 0.003 0.27
H -1.70224 -0.26624 -0.30471 -0.097 0.028 0.024 0.29
H -2.82300 -0.89902 -4.14699 0.024 -0.015 0.030 0.29
H -1.46378 -0.34645 -5.13802 -0.028 0.001 -0.009 0.32
H -2.50028 0.83031 -4.32240 -0.005 -0.012 -0.006 0.31
H -0.90009 -2.69784 -3.05650 -0.020 0.009 0.019 0.34
H 0.06191 -2.26391 -1.63546 0.039 -0.040 -0.035 0.06
H 0.71812 -1.99302 -3.24079 0.011 0.002 0.022 0.31
H 0.13381 2.09840 -2.68247 -0.009 0.006 -0.046 0.42
H 1.28631 0.84735 -3.30016 -0.023 0.085 -0.016 0.17

36
Properties=species:S:1:pos:R:3:forces:R:3:mulliken_charge:R:1 method="wB97M-V/def2-TZVPD" energy_ha=-1730.7270 multiplicity=2 e_above_lowest_kcal_mol=7.1 total_charge=-1 orbital_gap_ev="6.816 / 6.899" mol_weight_g_mol=504.391
Au 1.67192 1.24931 1.61833 0.101 -0.040 -0.183 -0.02
O -0.65983 1.86699 0.09163 -0.128 0.062 0.002 -0.68
N -0.29667 1.99446 -1.13178 -0.050 -0.116 -0.049 0.59
C -1.22252 1.79041 -2.10767 -0.023 0.070 0.038 -0.27
C -0.92680 1.91187 -3.44026 0.024 0.031 0.002 -0.85
C 0.37378 2.24674 -3.81361 -0.040 -0.014 0.008 -0.24
C 1.31305 2.42204 -2.82311 -0.020 0.052 0.025 -0.56
C 1.00039 2.29148 -1.46363 0.098 -0.044 -0.045 0.08
S 2.23633 2.49000 -0.26912 0.095 0.080 0.057 -0.41
H -2.18643 1.50991 -1.71482 0.001 0.001 -0.022 0.50
H -1.70725 1.73329 -4.16643 0.001 -0.004 0.003 0.39
H 0.64637 2.35514 -4.85541 -0.004 0.000 -0.004 0.36
H 2.34166 2.65857 -3.05939 -0.005 -0.002 -0.009 0.40
N 1.38178 0.12369 3.25075 -0.083 0.006 0.040 -0.78
C 0.19801 -0.47402 3.44250 0.011 -0.010 0.057 0.65
C 0.06101 -1.35175 4.56213 0.001 -0.035 -0.021 -0.25
C -1.10346 -2.04710 4.80418 -0.005 0.012 -0.006 -0.37
C -2.20310 -1.89931 3.95641 -0.015 -0.013 -0.003 -0.42
C -2.12053 -1.02913 2.86849 0.023 -0.024 0.025 -0.45
C -0.96206 -0.32265 2.61668 0.046 0.036 -0.006 -0.66
H 0.92587 -1.46029 5.20515 0.002 0.005 -0.005 0.41
H -1.16611 -2.71619 5.65533 -0.004 -0.001 0.000 0.32
H -3.11346 -2.45629 4.14137 -0.001 0.002 0.000 0.36
H -2.96662 -0.91123 2.20255 -0.022 0.011 0.001 0.37
H -0.91488 0.36659 1.77813 0.015 -0.030 0.006 0.55
C 2.04176 -0.85114 -2.28740 0.002 -0.038 0.001 -1.05
N 0.60650 -1.01862 -2.39514 0.002 0.036 0.020 -0.02
C -0.20605 -1.36834 -1.38197 0.150 -0.074 -0.035 0.35
N 0.39034 -1.57231 -0.18817 -0.105 0.078 0.072 -0.41
S -1.85226 -1.60529 -1.62895 -0.052 -0.006 -0.013 -0.43
H 2.43912 -0.66269 -3.28226 -0.002 0.017 0.005 0.34
H 2.50279 -1.76371 -1.90115 0.000 0.005 -0.002 0.37
H 2.31913 -0.01143 -1.64425 0.001 -0.011 0.017 0.25
H 0.13705 -0.78599 -3.25216 0.005 -0.023 -0.013 0.26
H 1.26489 -1.10538 0.01566 -0.023 0.073 0.015 0.18
H -0.24371 -1.59761 0.59738 0.003 -0.092 0.023 0.16

44
Properties=species:S:1:pos:R:3:forces:R:3:mulliken_charge:R:1 method="wB97M-V/def2-TZVPD" energy_ha=-10988.4026 e_above_lowest_kcal_mol=20.1 orbital_gap_ev=5.489 mol_weight_g_mol=856.136
Bi 9.59992 8.24663 8.66061 -0.663 -0.411 -2.638 1.56
O 10.63625 4.08898 7.85950 -0.134 0.042 -0.383 -0.76
C 10.64927 5.30404 8.01078 -3.067 0.954 -0.903 0.19
N 9.63909 6.19916 7.63218 1.615 -0.575 0.384 -0.08
C 8.48781 5.69062 6.89483 0.150 -0.126 0.005 -0.92
C 7.21297 5.81140 7.71841 -1.824 -0.172 -0.196 0.58
C 6.14695 4.84738 7.56126 1.031 0.977 0.092 -0.79
C 4.98218 5.01719 8.30744 0.183 -0.258 0.348 -0.27
C 4.82621 6.18263 9.08319 0.621 0.808 -0.528 -0.79
C 5.85910 7.15282 9.06507 -0.335 -1.631 -0.286 -0.30
N 7.04402 6.93701 8.45950 -0.164 -1.433 -0.090 0.30
C 11.81007 5.91018 8.69005 -0.039 1.032 0.620 0.50
C 12.83982 5.04497 8.95530 0.942 0.831 0.349 -0.74
C 13.97501 5.56249 9.57846 0.307 -0.665 -0.059 -0.29
C 14.08076 6.92850 9.78526 0.971 0.650 0.480 -0.69
C 12.95234 7.69993 9.56165 -0.740 0.045 0.083 -0.28
N 11.79748 7.21286 9.08010 1.325 -1.398 -0.130 0.14
H 8.69952 4.63163 6.64856 -0.335 0.486 0.033 0.47
H 8.31259 6.26707 5.93123 0.382 -0.494 1.042 0.17
H 6.25597 4.01497 6.83396 0.048 0.580 0.829 0.37
H 4.24794 4.18537 8.33088 0.302 0.912 -0.145 0.35
H 3.89805 6.43555 9.60656 0.398 -0.362 -0.142 0.35
H 5.71486 8.11457 9.55106 0.147 -0.128 0.027 0.44
H 12.70720 4.03995 8.60487 0.140 -0.362 0.258 0.52
H 14.76075 4.88004 9.91422 -0.065 0.327 -0.367 0.40
H 15.03660 7.43219 10.13321 -1.431 -0.863 -0.289 0.31
H 12.92426 8.74360 9.84238 0.133 0.174 -0.109 0.42
Se 7.28813 9.72964 7.53018 0.069 -0.193 0.480 -0.37
Se 8.07004 10.72789 5.63290 0.250 1.031 -0.423 -0.15
Se 9.75739 9.33854 4.95583 0.354 -0.506 0.056 -0.17
Se 11.29317 9.30167 6.75295 -0.274 0.342 -0.304 -0.43
N 10.12362 10.98236 9.69992 0.246 -0.857 1.155 -0.54
N 10.05151 10.93015 11.13192 -0.014 0.867 -1.200 -0.11
C 9.49529 9.88111 11.76533 1.315 -0.692 1.512 0.39
N 9.52164 9.95464 13.12795 -0.790 -0.649 -0.679 -0.48
N 9.20048 8.79977 11.08504 -0.739 -1.141 0.588 -0.30
N 8.89861 7.56308 11.69602 0.582 -2.365 0.339 0.98
O 8.53001 7.42256 12.87925 0.421 1.137 -2.008 -0.67
O 9.09363 6.54033 10.95241 -0.566 3.415 1.624 -0.50
H 10.89829 11.55055 9.37451 -0.094 -0.163 0.193 0.25
H 9.24448 11.27534 9.31004 -0.454 0.340 -0.266 0.24
H 10.49208 11.69868 11.64682 -0.656 -0.606 -0.141 0.20
H 9.52817 10.90027 13.41146 -0.050 0.840 0.934 0.24
H 8.85472 9.33035 13.59231 0.502 0.260 -0.146 0.27

35
Properties=species:S:1:pos:R:3:forces:R:3:mulliken_charge:R:1 method="wB97M-V/def2-TZVPD" energy_ha=-3447.7264 smiles="Cn1ccc([C@H]2C[C@@H]2COc2cc(Br)c(=O)n(C)n2)n1" orbital_gap_ev=8.316 mol_weight_g_mol=339.193
O -0.20736 -0.70671 -5.43592 -0.866 -0.014 -2.352 -0.65
Br -2.49034 1.66294 -5.59364 1.101 -0.648 1.077 -0.12
N 1.04229 0.55190 -2.53715 -1.355 3.379 2.424 -0.59
N 0.02022 -0.58208 3.27199 0.061 -2.211 2.718 -0.71
O 0.31400 2.37695 -1.16073 -0.344 0.048 -0.370 -0.32
C -0.15614 0.08956 -4.53528 -0.395 -2.234 0.140 0.76
C 0.26211 1.65551 -2.29721 0.213 -4.800 -1.611 0.31
C -0.82201 -0.29627 2.36585 -2.132 -2.376 -3.832 0.36
C -0.92921 1.89140 -3.15843 0.932 1.209 0.965 -0.11
C -1.77765 -1.43582 2.10448 -1.113 2.277 -0.851 -0.86
C -1.14433 1.18620 -4.27822 1.243 -0.033 0.110 -0.34
C -1.55904 -2.33369 3.10244 2.123 1.717 0.203 -0.37
N 0.75890 -0.29249 -3.54786 -0.412 3.312 0.585 0.31
N -0.44238 -1.78247 3.79508 -0.980 -1.202 0.043 0.48
C 1.73630 -1.35553 -3.70701 -1.085 -0.370 -0.979 -0.96
C 0.20783 -2.59108 4.82867 1.953 1.785 -1.311 -0.91
C 1.22528 2.08837 -0.09059 0.039 -0.199 0.305 -1.04
C -0.31219 2.09831 2.05227 0.593 0.760 -0.952 -1.02
C -0.68068 0.81332 1.39233 0.725 -0.323 0.937 0.16
C 0.71088 1.37531 1.16005 -1.474 1.107 0.208 0.20
H -1.52798 2.74961 -2.85515 -0.111 -0.254 -0.188 0.44
H -2.61402 -1.37707 1.30996 1.610 -0.325 1.589 0.27
H -2.01747 -3.30151 3.35122 0.471 0.729 -0.008 0.39
H 2.73141 -1.04603 -3.79355 1.415 1.312 -0.202 0.35
H 1.54635 -1.95309 -4.58770 -0.509 0.009 0.002 0.37
H 1.72840 -1.95163 -2.84263 -0.374 -0.933 1.180 0.31
H -0.54796 -3.00870 5.43969 -0.256 -0.080 1.236 0.29
H 0.76270 -3.35274 4.35846 0.079 -1.713 -0.970 0.37
H 1.13717 -2.10955 5.22370 -1.596 0.515 0.669 0.32
H 1.99174 1.44127 -0.42711 0.966 -0.361 -0.834 0.41
H 1.65369 3.07164 0.15215 -0.161 -0.395 0.138 0.35
H -0.73943 3.05585 1.73504 0.368 -0.387 -0.297 0.29
H -0.06755 2.09978 3.10050 -0.411 -0.438 0.294 0.31
H -1.19825 0.56995 0.49965 -1.189 0.880 -0.562 0.38
H 1.40468 0.69861 1.60466 0.869 0.256 0.497 0.55

34
Properties=species:S:1:pos:R:3:forces:R:3:mulliken_charge:R:1 method="wB97M-V/def2-TZVPD" energy_ha=-1278.6705 total_charge=+1 orbital_gap_ev=6.314 mol_weight_g_mol=280.735
Cl 5.87910 -0.49104 0.30319 -1.523 1.532 0.775 -0.17
C 4.49029 0.66315 0.84095 -0.787 0.957 -0.338 -0.30
C 4.64207 2.16988 0.13172 -0.664 -0.511 -0.333 -0.55
C 3.60484 3.27778 0.83461 -0.154 -0.563 -0.536 -0.63
C 2.15972 2.50986 0.96403 -4.107 -2.192 2.415 0.25
C 1.54640 1.98414 2.43417 -1.892 -0.271 -6.218 -0.21
C 0.10886 1.24688 2.18702 0.912 0.524 -0.108 -0.20
N -0.69294 1.00382 0.97342 3.577 1.542 2.507 -0.42
N -0.17740 1.41680 -0.21151 4.717 2.082 2.626 0.11
C 1.14421 2.10320 -0.24719 0.683 0.444 0.159 -0.12
H 4.47980 0.86196 1.99988 0.275 -0.918 -2.235 0.26
H 3.49362 0.10851 0.49046 2.285 1.365 0.912 0.22
H 5.75481 2.52702 0.21211 -2.282 -0.628 -0.208 0.38
H 4.28814 2.09626 -0.99118 1.094 0.070 2.187 0.28
H 3.47577 4.24537 0.14860 0.290 -2.265 1.469 0.31
H 4.04037 3.63116 1.88661 -1.431 -0.975 -2.173 0.32
H 2.10277 2.12144 3.45698 -1.422 -0.382 -2.144 0.35
H -0.38700 0.82325 3.19026 0.924 0.991 -2.780 0.35
H -0.72502 1.21917 -1.10299 0.838 0.329 1.581 0.37
H 1.52187 2.40812 -1.33908 -1.152 -0.808 2.598 0.34
C -2.33494 -1.30882 -0.52839 -0.121 -0.146 -0.246 0.21
C -3.40636 -1.66971 0.29012 0.070 -0.095 -0.331 -0.62
C -4.35704 -2.58553 -0.16473 0.059 -0.030 -0.094 -0.30
C -4.22187 -3.13977 -1.44508 0.786 0.748 0.373 -0.08
C -3.15147 -2.77342 -2.27183 -0.072 -0.041 0.025 -0.35
C -2.20856 -1.85441 -1.80705 -0.365 -0.089 0.301 -0.33
N -5.20390 -4.12227 -1.91921 -1.231 -1.209 -0.561 0.95
O -6.14696 -4.40608 -1.16569 1.534 0.528 -1.117 -0.56
O -5.03164 -4.61461 -3.04348 -0.177 0.835 1.724 -0.56
H -1.59309 -0.59861 -0.16720 -0.364 -0.444 -0.027 0.12
H -3.49884 -1.23905 1.28487 -0.042 -0.118 -0.204 0.37
H -5.18614 -2.85650 0.48528 0.138 -0.082 -0.330 0.45
H -3.03712 -3.19204 -3.26954 -0.227 -0.030 0.297 0.44
H -1.37236 -1.56591 -2.44012 -0.171 -0.148 0.034 0.36

40
Properties=species:S:1:pos:R:3:forces:R:3:mulliken_charge:R:1 method="wB97M-V/def2-TZVPD" energy_ha=-2773.0299 multiplicity=5 e_above_lowest_kcal_mol=0.0 orbital_gap_ev="5.045 / 4.924" mol_weight_g_mol=645.011
Pm 0.99793 0.10379 -0.18563 -1.238 -2.914 -0.042 0.83
O 2.54123 -1.42651 -0.13053 0.291 -0.380 0.013 -0.64
N 3.07113 -2.03041 0.92597 0.025 -0.361 0.853 0.43
C 4.24073 -2.66922 0.77147 0.562 -0.305 -0.215 -0.24
C 4.81493 -3.38561 1.78907 -0.151 0.121 -0.134 -0.72
C 4.16123 -3.45132 3.02128 -0.130 0.110 -0.184 -0.09
C 2.98493 -2.76781 3.18287 0.202 -0.062 -0.149 -0.87
C 2.42553 -2.02351 2.13257 -0.209 0.282 -0.234 0.78
S 0.98193 -1.13831 2.34447 -0.159 0.168 -0.278 -0.42
H 4.67713 -2.57712 -0.21193 -0.063 0.004 -0.009 0.44
H 5.74843 -3.89291 1.61797 0.102 -0.022 -0.066 0.40
H 4.57463 -4.03302 3.82738 0.070 -0.051 0.152 0.40
H 2.44263 -2.76781 4.11318 -0.025 -0.011 0.100 0.40
F 3.05713 1.25209 0.85627 -1.016 1.534 -0.738 -0.46
Te 2.22703 2.81819 -0.08183 6.236 2.620 -1.172 2.15
F 1.91163 4.22139 -1.31603 -0.297 -1.173 1.199 -0.38
F 2.24973 1.52979 -1.65693 -0.284 0.952 1.087 -0.57
F 2.67803 4.00468 1.32657 -0.797 -1.079 -1.114 -0.38
F 4.03843 3.04799 -0.63603 -1.481 -0.184 0.480 -0.36
O 0.62653 2.25319 0.35387 -1.378 0.781 0.601 -0.63
C -2.40617 -0.78711 1.10387 0.517 0.174 -0.509 -1.25
Si -1.77417 -0.62701 -0.74433 -1.396 -0.337 0.102 0.40
C -2.70677 -2.10211 -1.58333 0.487 0.518 0.181 -1.18
C -2.68427 0.96969 -1.37593 0.671 -0.554 0.173 0.31
C -1.93857 2.01478 -1.91813 0.181 -0.140 -0.029 -0.04
C -2.52957 3.21238 -2.28343 -0.033 0.156 -0.045 -0.83
C -3.89527 3.38419 -2.11763 0.120 0.081 -0.054 -0.34
C -4.65997 2.34748 -1.60893 -0.093 0.048 -0.004 -0.70
C -4.05627 1.15819 -1.24613 0.006 -0.114 0.075 -0.05
H -3.49037 -0.76241 1.18747 -0.176 0.077 -0.111 0.39
H -2.00587 0.02059 1.72617 -0.067 0.002 0.059 0.30
H -2.06137 -1.72641 1.53597 0.057 -0.077 0.015 0.34
H -3.77317 -2.03792 -1.39083 -0.236 0.093 0.112 0.33
H -2.35997 -3.05122 -1.18823 0.110 -0.203 0.124 0.30
H -2.57447 -2.12742 -2.65913 0.094 0.045 -0.249 0.34
H -0.86147 1.88339 -2.07352 -0.256 0.109 0.021 0.22
H -1.92797 4.01189 -2.69032 0.050 0.095 -0.056 0.40
H -4.35947 4.32209 -2.38453 -0.042 0.076 -0.047 0.37
H -5.72587 2.47278 -1.48783 -0.115 0.012 0.007 0.37
H -4.65977 0.35669 -0.84543 -0.136 -0.090 0.087 0.25